1.
The following is a DFT calculation (ωB97M-V with the def2-TZVPD basis set) of a structure of composition C41H50AuBrNO4PS2Si.

Geometry as XYZ:
```
102
Properties=species:S:1:pos:R:3
Au -0.9399 0.2807 2.3680
Br -0.6684 -0.7084 -0.7901
S -3.5832 0.5595 0.9780
S -3.0529 -1.1620 2.0438
P 0.1900 2.4669 1.3204
Si -1.0322 -2.3042 -2.3913
O -3.5796 0.2034 -0.4131
O -4.8354 0.9858 1.5394
O -2.2048 2.2941 3.8845
O -2.4863 1.4878 1.3598
N -1.2314 3.0779 3.3314
C 4.0799 0.5733 -0.3783
C 0.3814 -0.9681 3.3029
C -2.4056 -0.1624 -3.7517
C 1.9414 6.3512 3.0985
C 2.0722 0.4587 0.9187
C 3.4802 -0.9561 5.3966
C -2.3661 -3.6867 -0.2260
C 3.7695 1.8818 -0.7103
C -1.9831 -2.2147 -5.1057
C 1.0249 -3.2432 3.8424
C 1.3555 5.0507 1.1638
C 2.6206 2.4800 -0.2242
C 2.0776 -2.8047 4.5952
C 1.8911 -2.2371 -2.4375
C -2.3532 4.4306 -1.1467
C 0.1863 -2.3246 3.1914
C 0.7716 4.0886 1.9729
C 2.9342 1.3023 4.8046
C -2.0032 3.9747 -2.4095
C 0.8862 -4.0735 -1.1595
C 1.7582 1.7746 0.6129
C 2.3528 -1.4271 4.6956
C -2.6251 -4.7211 -2.4651
C -0.3039 3.5333 4.0718
C 0.8292 -4.1263 -3.6433
C 1.9454 6.1714 1.7243
C -1.4056 -1.2922 -4.0247
C -0.6523 3.0431 -0.1726
C -2.5148 -3.3873 -1.7176
C -1.6845 3.9668 -0.0314
C 0.7114 -3.2172 -2.4177
C 0.6418 4.3528 3.3438
C -0.9775 3.0555 -2.5477
C 1.4993 -0.4963 4.0372
C -0.1395 -0.6256 -4.5811
C 1.2598 5.4616 3.9079
C -3.8358 -2.6311 -1.8881
C -0.3084 2.5778 -1.4362
C 1.8317 0.8710 4.1194
C 3.7677 0.3795 5.4515
C 3.2193 -0.1409 0.4349
H 3.4298 -1.1659 0.6972
H -0.6905 2.6990 -3.5260
H 1.8505 -1.5510 -1.5966
H 4.4228 2.4497 -1.3586
H -3.2482 -4.2191 0.1264
H -4.1107 -2.5297 -2.9359
H -3.7943 -1.6436 -1.4349
H -2.9563 -2.5956 -4.8065
H 3.1689 2.3574 4.8425
H -2.5220 4.3385 -3.2848
H 1.9283 -1.6555 -3.3507
H 2.4374 7.2054 3.5309
H -1.3288 -3.0624 -5.3009
H 1.1681 5.6377 4.9691
H -0.2427 3.3897 5.1464
H 0.2066 -4.9205 -1.1567
H 4.1259 -1.6722 5.8846
H -1.4976 -4.2987 -0.0108
H 1.3136 4.9445 0.0910
H -0.4046 0.0297 -5.4127
H 2.7158 -3.5066 5.1136
H 2.4039 3.4907 -0.5287
H 2.8250 -2.7943 -2.3664
H -1.9504 4.3027 0.9597
H -2.0289 0.5335 -3.0065
H -2.5815 0.3949 -4.6725
H -1.7640 -5.3572 -2.2733
H 1.7592 -4.6925 -3.5994
H -2.7172 -4.5771 -3.5396
H 0.5690 -1.3563 -4.9635
H 0.4842 1.8544 -1.5508
H 1.9012 -4.4680 -1.1216
H 4.9862 0.1220 -0.7523
H -4.6381 -3.1775 -1.3924
H 0.8228 -4.3006 3.7499
H -2.8282 2.1347 3.1433
H 0.0083 -4.8358 -3.6963
H 1.2058 1.5848 3.5946
H -3.5113 -5.2544 -2.1201
H 0.8378 -3.5480 -4.5635
H 0.3483 -0.0239 -3.8162
H 2.4111 6.9048 1.0820
H -2.3035 -2.7736 0.3631
H -3.1534 5.1467 -1.0371
H 1.3942 -0.1161 1.5269
H -3.3589 -0.5331 -3.3944
H 4.6370 0.7319 5.9865
H -2.1144 -1.6666 -6.0398
H 0.7283 -3.4811 -0.2616
H -0.6513 -2.7005 2.6215
```

**DFT total energy**: -6084.9488 Eh
**Gap between HOMO and LUMO**: 6.17 eV
**Largest force on an atom**: 2.745 eV/A
**Highest occupied orbital energy**: -0.308 Ha
**Lowest unoccupied orbital energy**: -2.205 eV

2.
The following is a DFT calculation (ωB97M-V with the def2-TZVPD basis set) of the ion C7H9N3 with charge +2.

Geometry as XYZ:
```
19
Properties=species:S:1:pos:R:3
N -1.4206 0.0240 -1.5477
N 0.0124 0.2815 -3.4440
N -0.4450 -0.2137 0.6213
C -0.3864 -0.2736 2.0463
C -1.5642 -0.6631 -0.2215
C -0.2851 -0.0078 -2.2315
C 0.7313 0.0493 2.7605
C 1.8907 0.4302 2.0819
C 0.7371 0.1097 0.1312
C 1.9104 0.5244 0.7240
H 0.6434 -0.1857 3.8895
H -0.6543 0.2257 -4.2027
H -2.2149 0.5427 -1.8381
H -1.5519 -1.6844 -0.5400
H -2.5621 -0.3377 0.2180
H -1.1961 -0.7711 2.6449
H 2.7055 0.8970 0.1301
H 0.9255 0.2023 -3.7913
H 2.7242 0.8504 2.5691
```

**DFT total energy**: -435.6055 Eh
**Net charge**: +2
**Gap between HOMO and LUMO (alpha / beta)**: 8.45 / 8.89 eV
**Largest force on an atom**: 3.247 eV/A
**Energy above the lowest of the compared OMol25 structures with the same formula, charge and spin**: 154.9 kJ/mol
**Highest occupied orbital energy (alpha / beta)**: -0.684 / -0.686 Ha
**Lowest unoccupied orbital energy (alpha / beta)**: -10.161 / -9.781 eV

3.
The following is a DFT calculation (ωB97M-V with the def2-TZVPD basis set) of a structure of composition C16H34OP2Ru.

Geometry as XYZ:
```
54
Properties=species:S:1:pos:R:3
Ru -0.5824 -2.2245 -2.3686
P 0.2460 1.4807 -5.1985
P -0.3201 -2.1006 -4.4735
O -0.0557 -0.8679 -1.0724
C -0.1366 2.8934 -3.2139
C -2.2432 1.6884 -3.4045
C 0.5522 -3.7549 -1.3202
C 1.8818 1.6890 -2.2356
C -0.7260 -1.0217 -5.9157
C 0.2381 0.0783 -6.3349
C -1.2100 0.4998 -3.0798
C -1.6973 -3.2405 -4.4855
C -1.4774 2.8549 -2.9452
C -0.8942 2.5932 -6.0394
C 1.8789 2.2139 -5.5735
C 1.5309 0.8823 -3.3911
C 0.1765 -0.9485 0.2933
C 0.1411 0.7890 -3.6797
C 1.2384 -2.7791 -5.0625
C 0.9037 2.8845 -2.1077
H -1.9242 3.6009 -2.2944
H -0.7125 -1.7451 -6.7229
H -0.2002 -3.8142 -0.5054
H -0.2319 2.9840 -6.8145
H 2.7065 1.4864 -5.3698
H 0.7105 -4.7821 -1.7020
H -1.0103 0.4596 -1.9963
H 1.1381 -0.4190 0.4416
H 1.7723 1.0943 -1.3128
H 1.5799 -3.5113 -4.3339
H -2.6693 1.6746 -4.4142
H 2.1956 0.0765 -3.8159
H -1.5865 -3.8222 -5.3825
H 0.2507 -1.9151 0.8050
H 0.3839 2.8634 -1.1405
H -2.6354 -2.6915 -4.4239
H -1.6812 1.9857 -6.4945
H 1.9593 3.1298 -4.9731
H 1.4929 -3.4281 -0.8348
H 1.5111 3.8069 -2.1734
H -1.6016 -3.8628 -3.5908
H -3.1029 1.4876 -2.7611
H 1.3061 -0.1854 -6.4906
H -1.6059 -0.5153 -3.4129
H -0.6231 -0.3487 0.7806
H -1.2991 3.4117 -5.4289
H -0.1593 0.5740 -7.2402
H 0.9896 -3.2359 -6.0179
H 1.7619 2.4045 -6.6522
H 1.9235 -1.9542 -5.1896
H -1.7410 -0.6389 -5.8179
H -1.5217 -3.3551 -1.7671
H 0.2090 3.6415 -4.0380
H 2.9135 2.1051 -2.2909
```

**Multiplicity**: 5
**DFT total energy**: -1481.8608 Eh
**Net charge**: +2
**Gap between HOMO and LUMO (alpha / beta)**: 6.12 / 7.05 eV
**Largest force on an atom**: 6.052 eV/A
**Energy above the lowest of the compared OMol25 structures with the same formula, charge and spin**: 559.9 kJ/mol
**Expectation value of S²**: 6.031
**Highest occupied orbital energy (alpha / beta)**: -0.510 / -0.562 Ha
**Lowest unoccupied orbital energy (alpha / beta)**: -7.757 / -8.247 eV

4.
The following is a DFT calculation (ωB97M-V with the def2-TZVPD basis set) of a cluster of 5 separate species, C40H45F41N4O6S3 in total.

Geometry as XYZ:
```
139
Properties=species:S:1:pos:R:3
S -0.2386 -4.3450 -2.7845
S 1.4695 4.4796 -2.0559
S 2.9722 2.0423 -1.4228
F 6.7049 -2.2301 -1.7773
F -3.3019 -3.0363 8.0089
F -3.2366 -6.1138 6.3094
F 5.1685 -0.3879 -0.1866
F 9.1756 -1.4934 -0.9155
F 2.1836 -2.6888 -3.7500
F -1.0087 7.7062 -8.5943
F -4.9590 -5.2316 7.3053
F 1.4952 -6.3399 3.0143
F 8.0635 -3.8973 -1.5810
F -3.8059 -5.6650 11.9216
F -1.0844 11.0032 -7.3960
F -1.6706 -3.7738 -2.4850
F 0.4085 6.5807 -4.1933
F 1.7594 -4.6237 4.2996
F -0.9435 -5.0781 5.1928
F 0.2555 -2.5354 5.5113
F -1.1465 9.5929 -9.6628
F 1.5018 -3.3427 -1.1570
F -0.7987 -1.1982 2.4317
F 5.3016 -2.2590 1.9602
F 1.1592 -4.9953 -3.0298
F -5.1401 -3.2867 11.7796
F -0.9098 -5.5991 -3.4238
F 0.7033 9.7994 -7.7102
F 1.4694 5.1898 -6.2800
F -0.2249 -3.6689 -4.1982
F 3.5816 -0.2878 1.2936
F -2.8979 -4.2414 10.5746
F -0.2522 -2.1609 -1.2542
F 7.7623 -1.2865 0.7348
F -0.8446 6.5718 -5.9521
F 0.4898 -6.6862 5.5323
F 3.3205 -2.9445 1.3615
F 2.2389 -1.2469 -2.1758
F -5.5714 -3.6441 9.6701
F -0.9799 -0.8011 5.0808
F -0.2811 -5.0460 -1.3653
F 1.5717 7.0208 -7.4659
F -3.4799 -3.4703 5.8883
F -1.7202 -2.8575 3.4904
O 6.4943 -3.6906 -0.0658
O -5.1977 -2.9991 -1.5407
O -4.0341 -6.0221 9.7721
O 0.2908 8.4309 -5.3621
O -3.6436 -1.5426 -2.2742
O 0.2189 -4.5988 2.6478
N 1.6209 3.2225 0.4642
N 0.1239 0.9094 -0.8588
N -2.8667 2.3425 -0.7861
N -4.0335 0.2385 -4.9235
C -0.6028 9.7288 -7.3822
C -0.8775 -0.7309 -3.7245
C 0.8365 -5.3380 3.6332
C 2.0083 3.2188 -0.8745
C 1.3883 -1.9305 -2.9853
C 0.2890 2.6595 -3.7788
C -0.1743 -5.9969 4.5770
C -4.1311 -2.4382 -1.3531
C 8.3737 -2.1748 -0.0668
C -1.2316 0.6360 -3.0851
C -2.7325 0.7006 -2.6725
C -2.9899 -3.9383 7.0597
C 0.3962 -3.1910 2.5018
C 5.0839 -3.4799 -0.0528
C 2.5984 3.8751 1.3479
C 1.5354 6.5404 -6.2131
C 0.6485 -0.9136 -3.8513
C -0.8878 1.7404 -4.1258
C -3.1832 -6.0578 8.6275
C 7.3574 -2.9846 -0.8787
C 0.3089 7.0571 -5.4556
C -0.5426 -2.2372 3.2737
C 4.1099 -1.0507 0.3085
C -3.6119 -5.3117 7.3460
C -0.7389 9.2449 -5.9223
C -0.0310 3.7917 -2.8123
C -3.2412 2.0608 -2.1630
C 3.0884 5.2436 0.8745
C -1.3845 8.9914 -8.4752
C -3.1158 -0.3767 -1.6494
C -3.4898 0.4497 -3.8986
C -5.2744 -4.2446 10.8347
C 4.4907 -2.4140 0.8928
C -0.0220 -1.6111 4.5718
C -3.9672 -5.0379 10.7358
C -3.2756 -2.7268 -0.1525
C 0.2647 3.7141 0.6718
C -0.4578 0.7867 -1.8699
C -0.3580 3.1820 1.9653
C 0.5986 -2.8366 -2.0108
H -2.9265 2.8918 -2.7758
H -1.2980 -0.6911 -4.7158
H -0.6755 10.1577 -5.3327
H 3.8698 5.0953 0.1365
H -3.8540 0.0348 -0.9710
H 4.7003 -4.4224 0.3350
H -1.4161 -1.5145 -3.2086
H 1.1736 2.1259 -3.4569
H -0.8225 -6.6815 4.0271
H 0.8729 -1.0126 4.3814
H -1.7286 8.8364 -5.7220
H -3.4369 -2.0109 0.6397
H 3.4872 5.8275 1.6901
H 8.9812 -2.8422 0.5477
H 0.1499 -3.0184 1.4546
H -2.7564 3.3257 -0.6114
H -0.3334 3.3648 -0.1524
H -3.4741 1.9129 -0.1106
H -1.9044 -4.0064 6.9765
H -0.5028 4.6036 -3.3400
H -0.6314 1.2832 -5.0686
H 4.6806 -3.3936 -1.0614
H -0.6534 4.0030 2.6007
H 2.2827 5.7585 0.3675
H -2.1472 -5.8465 8.8899
H 1.4424 -2.9045 2.6057
H 1.1164 0.0444 -3.6910
H 0.2753 2.4779 2.4836
H -0.7295 3.4466 -2.0586
H 0.1964 4.8029 0.6514
H 3.4251 3.2173 1.5686
H 2.0915 4.0368 2.2919
H -1.7466 2.3625 -4.3369
H 0.5653 3.1410 -4.7109
H -4.3257 2.0189 -2.2370
H -2.2601 -0.6672 -1.0475
H -2.4591 9.0338 -8.2767
H -1.2703 2.6586 1.7070
H 0.8729 -1.1623 -4.8764
H 3.3584 -1.1674 -0.4784
H -3.3936 -3.7448 0.1730
H -2.2345 -2.6070 -0.4263
H -6.0971 -4.9087 11.1071
H -3.2034 -7.1082 8.3421
H 2.4502 6.8342 -5.6948
```

**SMILES string**: CCN(CC)C(=S)SCCC[C@](C#N)(CCC(F)(F)C(F)(F)S(F)(F)(F)(F)F)[C@](C#N)(CN)COC(C)=O.FC(F)C(F)(F)COC(F)(F)C(F)F.FC(F)C(F)(F)COC(F)(F)C(F)F.FC(F)C(F)(F)COC(F)(F)C(F)F.FC(F)C(F)(F)COC(F)(F)C(F)F
**DFT total energy**: -7510.6284 Eh
**Gap between HOMO and LUMO**: 7.90 eV
**Largest force on an atom**: 4.240 eV/A
**Highest occupied orbital energy**: -0.303 Ha
**Lowest unoccupied orbital energy**: -0.340 eV

5.
The following is a DFT calculation (ωB97M-V with the def2-TZVPD basis set) of the molecule C4H7NO.

Geometry as XYZ:
```
13
Properties=species:S:1:pos:R:3
O -0.1322 0.2457 -0.6227
N 1.9123 0.5887 0.5994
C -0.8937 -0.9420 -0.2315
C -0.9670 1.6709 -0.6694
C 0.9086 -0.0764 0.2933
C 0.2547 -1.3730 0.6919
H -1.0892 -1.5555 -1.1111
H 1.9387 1.4779 0.0956
H -1.8139 -0.5988 0.2396
H 0.8089 -2.2643 0.3928
H -0.4286 2.1781 0.1569
H -0.5072 2.0716 -1.5892
H 0.0086 -1.4231 1.7543
```

**DFT total energy**: -286.4257 Eh
**Gap between HOMO and LUMO**: 8.47 eV
**Largest force on an atom**: 0.619 eV/A
**Energy above the lowest of the compared OMol25 structures with the same formula, charge and spin**: 540.8 kJ/mol
**Highest occupied orbital energy**: -0.283 Ha
**Lowest unoccupied orbital energy**: 0.768 eV

6.
The following is a DFT calculation (ωB97M-V with the def2-TZVPD basis set) of the molecule C19H24N2O3.

Geometry as XYZ:
```
48
Properties=species:S:1:pos:R:3
O -0.3630 1.9719 1.3553
O 1.0079 -0.3471 -3.2739
O -1.2388 4.5066 -1.4479
N 0.8569 1.1260 -1.5764
N -1.8113 2.3615 -1.0537
C -0.9542 -4.8986 1.9144
C 0.1225 -1.1186 0.1392
C -0.0714 3.4684 2.9729
C 0.8852 -0.1350 -2.0817
C -1.2600 3.7896 2.2690
C -1.3968 2.8472 1.2970
C 0.9880 2.2781 -2.4379
C -0.3705 2.8124 -2.9270
C 0.6258 -3.4284 0.6784
C 0.4318 2.3602 2.3734
C 0.5269 -4.5782 1.6673
C -2.4256 2.6527 0.2255
C 1.1970 -4.1623 2.9847
C 1.2132 -5.8505 1.1635
C 1.2619 -3.5395 -0.5531
C -1.1746 3.3362 -1.7531
C 0.0537 -2.1982 0.9974
C 0.7734 -1.2364 -1.0850
C 1.3279 -2.4664 -1.4211
H 1.5700 1.9628 -3.3087
H 2.2738 -5.6819 0.9917
H 0.3466 3.9976 3.8040
H -0.4628 -2.0707 1.9372
H 1.3074 1.7701 2.5587
H 1.1152 -6.6347 1.9114
H -0.3524 -0.1943 0.4326
H -1.6126 1.3983 -1.2744
H 1.8156 -2.5640 -2.3794
H -2.9960 3.5797 0.1298
H 1.1543 -4.9808 3.7000
H 1.7143 -4.4692 -0.8562
H -0.9056 2.0125 -3.4396
H -1.4412 -5.1693 0.9798
H 1.5246 3.0655 -1.9044
H 0.7766 1.2752 -0.5836
H -1.9181 4.6117 2.4577
H -3.1043 1.8326 0.4781
H 0.7540 -6.2057 0.2440
H 2.2411 -3.9094 2.8120
H -1.0452 -5.7338 2.6054
H -1.4801 -4.0479 2.3390
H 0.7057 -3.2998 3.4265
H -0.1945 3.6328 -3.6218
```

**SMILES string**: CC(C)(C)c1ccc(C(=O)NCCC(=O)NCc2ccco2)cc1
**DFT total energy**: -1073.6776 Eh
**Gap between HOMO and LUMO**: 9.47 eV
**Largest force on an atom**: 0.989 eV/A
**Energy above the lowest of the compared OMol25 structures with the same formula, charge and spin**: 137.0 kJ/mol
**Highest occupied orbital energy**: -0.327 Ha
**Lowest unoccupied orbital energy**: 0.572 eV